65
Properties=species:S:1:pos:R:3:forces:R:3:lowdin_charge:R:1 method="wB97M-V/def2-TZVPD" charge=+1 largest_force_ev_per_a=2.51 orbital_gap_ev=5.88 energy_ev=-32010.475 molar_mass_g_mol=390.59 relative_energy_kj_mol=0.0 e_lumo_ev=-4.269 e_homo_ev=-10.148
C -1.657 -2.647 1.139 0.90 0.18 0.85 -0.1060
N -0.503 -2.488 2.039 0.78 -0.11 0.34 -0.2194
C -0.766 -2.807 3.470 -0.36 0.12 -0.75 -0.1927
C 0.555 -3.284 4.092 0.01 0.15 0.05 -0.1638
C 1.484 -3.619 2.901 0.10 0.10 -0.03 -0.1643
C 0.670 -3.315 1.635 -0.68 0.32 -0.07 -0.1958
H -1.372 -2.376 0.123 0.05 0.02 -0.06 0.0671
H -2.006 -3.677 1.147 -0.26 -0.37 -0.11 0.0785
H -2.467 -1.997 1.462 -0.09 0.06 0.03 0.0764
H -1.171 -1.921 3.970 0.04 -0.11 -0.01 0.1077
H -1.534 -3.584 3.524 -0.06 -0.21 0.14 0.1065
H 0.990 -2.499 4.723 -0.06 -0.15 -0.20 0.1019
H 0.398 -4.152 4.745 -0.02 0.22 -0.22 0.1064
H 2.396 -3.009 2.931 -0.23 -0.08 0.02 0.1014
H 1.813 -4.665 2.923 -0.14 0.26 -0.06 0.1058
H 0.311 -4.235 1.166 0.03 -0.25 -0.02 0.1054
H 1.250 -2.775 0.881 -0.02 -0.06 0.05 0.1053
C -0.197 -1.424 -5.993 -0.37 0.46 0.24 -0.0309
N -1.442 -1.195 -5.253 -0.19 0.63 1.55 -0.1002
C -2.591 -1.994 -5.723 0.09 0.09 0.40 -0.1524
C -3.882 -1.624 -4.992 0.04 0.29 0.06 -0.1546
C -3.656 -1.634 -3.470 -0.34 -0.38 -0.22 -0.1325
C -2.486 -0.783 -3.077 -0.40 0.19 0.31 -0.1441
C -1.462 -0.526 -4.020 0.09 -1.52 -1.80 -0.1237
C -0.445 0.378 -3.678 0.39 0.23 0.02 0.0024
C -0.358 0.899 -2.421 -0.09 -0.11 -0.17 -0.0150
C -1.280 0.530 -1.415 0.06 0.31 0.59 -0.2039
C -1.166 0.968 -0.072 0.89 0.09 -0.42 0.0967
C -0.016 1.492 0.569 -0.69 -0.39 -0.41 -0.1977
C -0.150 2.145 1.815 0.74 0.13 0.01 0.0436
C 0.912 2.759 2.431 -0.67 -0.09 0.27 -0.1429
C 2.190 2.735 1.826 1.67 1.67 0.84 -0.1160
N 3.247 3.480 2.365 -1.39 -0.39 -0.69 -0.0894
C 4.549 3.620 1.706 -0.42 -0.36 0.03 -0.0289
C 3.121 4.230 3.632 -0.19 -0.33 0.04 -0.1442
C 1.679 4.610 3.969 -0.16 0.14 -0.18 -0.1553
C 0.719 3.431 3.757 0.02 0.24 0.43 -0.1348
C 2.354 1.974 0.658 0.15 -0.30 -0.51 0.0074
C 1.291 1.375 0.045 0.23 0.09 0.21 -0.0107
C -2.379 -0.272 -1.806 0.30 0.13 -0.66 0.0300
H 0.670 -1.144 -5.398 -0.07 -0.02 -0.01 0.0820
H -0.101 -2.479 -6.245 -0.12 -0.08 0.02 0.0943
H -0.201 -0.843 -6.912 0.12 0.02 -0.17 0.0963
H -2.682 -1.851 -6.804 -0.03 0.09 0.13 0.1288
H -2.357 -3.050 -5.564 -0.03 -0.10 0.02 0.1267
H -4.198 -0.620 -5.307 0.11 -0.10 0.08 0.1240
H -4.703 -2.297 -5.280 0.40 0.07 0.10 0.1228
H -4.555 -1.293 -2.941 0.18 -0.05 -0.15 0.1253
H -3.475 -2.661 -3.132 -0.04 -0.01 -0.09 0.1293
H 0.265 0.684 -4.429 0.05 0.09 -0.08 0.1147
H 0.387 1.648 -2.213 0.03 0.09 -0.05 0.1134
H -2.056 0.904 0.529 -0.28 -0.09 0.24 0.1274
H -1.115 2.172 2.286 -0.32 0.09 0.14 0.1282
H 4.476 3.440 0.638 -0.04 -0.01 0.01 0.0791
H 4.931 4.630 1.837 -0.13 0.06 0.11 0.0917
H 5.265 2.925 2.136 0.19 -0.11 0.01 0.0997
H 3.555 3.621 4.428 -0.04 -0.05 0.11 0.1296
H 3.748 5.126 3.564 -0.18 -0.14 -0.12 0.1214
H 1.613 4.978 5.004 0.15 -0.22 -0.29 0.1226
H 1.370 5.455 3.341 0.06 -0.20 -0.03 0.1223
H -0.322 3.762 3.847 0.23 -0.01 0.01 0.1230
H 0.868 2.686 4.547 0.07 0.06 0.01 0.1312
H 3.337 1.842 0.242 0.10 -0.08 -0.05 0.1061
H 1.465 0.759 -0.818 0.11 -0.12 -0.03 0.1107
H -3.129 -0.518 -1.077 -0.26 -0.07 0.21 0.1259